(1)
DFT (ωB97M-V/def2-TZVPD) results for 10 unconnected molecules or ions with the total composition C32H65BrN10O21 in a non-equilibrium geometry.

```
129
Properties=species:S:1:pos:R:3:lowdin_charge:R:1
C -6.523 0.778 5.004 -0.109
C -6.620 -0.746 4.812 -0.245
C -5.538 -1.327 3.883 -0.208
C -5.977 -1.436 2.412 -0.207
C -5.627 -2.750 1.713 -0.202
C -4.191 -3.269 1.938 -0.186
C -3.335 -3.348 0.649 -0.200
C -1.982 -2.638 0.746 -0.211
C -0.976 -3.152 -0.296 -0.180
C 0.526 -3.072 0.057 -0.195
C 1.337 -2.271 -0.961 -0.128
C 1.410 -0.753 -0.905 -0.051
C 1.759 -0.018 -2.012 -0.073
C 2.012 -0.658 -3.345 -0.219
C 2.970 0.059 -4.286 -0.686
C 4.403 0.059 -3.760 -0.117
Br 2.913 -0.994 -5.969 0.705
C 1.798 1.472 -1.946 -0.244
O 1.601 2.163 -2.954 0.119
C 2.041 2.069 -0.628 -0.181
O 2.468 3.354 -0.544 -0.035
C 3.887 3.525 -0.343 -0.166
C 4.453 4.508 -1.355 -0.209
C 4.502 5.932 -0.817 -0.099
C 1.750 1.346 0.488 -0.164
N 1.978 1.791 1.784 0.156
C 1.135 -0.004 0.349 -0.220
O 0.434 -0.437 1.286 0.080
H -5.787 1.203 4.324 0.060
H -6.206 1.040 6.013 0.064
H -7.474 1.264 4.813 0.053
H -7.615 -1.016 4.463 0.098
H -6.497 -1.227 5.784 0.094
H -5.220 -2.292 4.271 0.103
H -4.699 -0.635 3.916 0.098
H -7.064 -1.336 2.390 0.098
H -5.594 -0.586 1.847 0.094
H -5.789 -2.622 0.642 0.080
H -6.336 -3.500 2.068 0.107
H -4.262 -4.279 2.340 0.106
H -3.657 -2.672 2.672 0.091
H -3.194 -4.383 0.345 0.103
H -3.901 -2.845 -0.136 0.102
H -1.554 -2.722 1.746 0.102
H -2.142 -1.575 0.573 0.109
H -1.228 -4.182 -0.547 0.104
H -1.127 -2.567 -1.207 0.111
H 0.681 -2.753 1.083 0.085
H 0.908 -4.090 0.014 0.092
H 2.377 -2.612 -0.955 0.132
H 0.944 -2.557 -1.936 0.111
H 1.045 -0.779 -3.842 0.126
H 2.402 -1.664 -3.213 0.105
H 2.635 1.033 -4.602 0.068
H 4.428 -0.027 -2.675 0.082
H 4.969 0.922 -4.099 0.074
H 4.923 -0.812 -4.151 0.057
H 4.395 2.563 -0.367 0.125
H 3.988 3.958 0.654 0.118
H 3.757 4.512 -2.195 0.121
H 5.415 4.183 -1.715 0.080
H 5.074 5.987 0.109 0.069
H 3.493 6.282 -0.598 0.077
H 4.926 6.613 -1.551 0.073
H 1.431 1.278 2.464 0.066
H 1.795 2.780 1.899 0.113
C 4.801 0.293 2.495 0.040
N 6.202 -0.098 2.177 -0.458
O 6.570 0.009 1.027 0.057
O 6.884 -0.496 3.091 0.069
H 4.324 0.624 1.583 0.062
H 4.303 -0.578 2.909 0.097
H 4.841 1.091 3.228 0.104
C -7.910 0.862 0.035 0.040
N -7.312 1.384 1.293 -0.448
O -7.999 1.408 2.288 0.066
O -6.156 1.745 1.245 0.051
H -8.935 0.578 0.237 0.097
H -7.853 1.651 -0.705 0.078
H -7.318 0.007 -0.276 0.089
C 3.160 -4.202 -7.821 0.021
N 3.607 -5.615 -7.692 -0.462
O 4.536 -5.982 -8.374 0.068
O 3.004 -6.306 -6.903 0.062
H 3.787 -3.712 -8.556 0.095
H 2.120 -4.217 -8.132 0.102
H 3.260 -3.737 -6.846 0.038
C -0.571 0.598 4.628 0.049
N 0.513 0.682 5.645 -0.456
O 0.203 0.646 6.810 0.084
O 1.650 0.783 5.232 0.045
H -1.513 0.511 5.152 0.094
H -0.532 1.505 4.033 0.099
H -0.375 -0.271 4.005 0.090
C 8.674 3.085 -1.623 0.050
N 7.863 3.469 -2.811 -0.455
O 7.004 2.695 -3.180 0.043
O 8.107 4.532 -3.330 0.071
H 8.337 2.110 -1.289 0.093
H 9.712 3.059 -1.939 0.105
H 8.528 3.836 -0.859 0.062
C 10.226 7.376 1.063 0.051
N 9.547 6.256 0.356 -0.448
O 9.696 5.134 0.794 0.058
O 8.881 6.538 -0.609 0.076
H 10.776 6.965 1.900 0.094
H 10.885 7.855 0.346 0.102
H 9.453 8.064 1.388 0.101
C -8.028 -4.374 -1.022 0.047
N -8.996 -3.324 -0.602 -0.446
O -8.585 -2.192 -0.478 0.054
O -10.136 -3.676 -0.413 0.077
H -7.058 -3.910 -1.150 0.085
H -8.006 -5.128 -0.242 0.102
H -8.392 -4.797 -1.953 0.100
C 2.098 -4.363 3.988 0.047
N 1.485 -5.418 3.134 -0.452
O 1.742 -5.408 1.952 0.061
O 0.763 -6.214 3.687 0.071
H 2.710 -3.731 3.357 0.088
H 1.285 -3.808 4.446 0.098
H 2.690 -4.864 4.746 0.101
C -9.124 3.506 -4.099 0.049
N -8.315 2.365 -3.592 -0.455
O -7.141 2.331 -3.869 0.081
O -8.897 1.537 -2.925 0.049
H -8.472 4.155 -4.671 0.095
H -9.916 3.091 -4.713 0.100
H -9.540 4.015 -3.236 0.101
```

Its spin multiplicity is 1. The structure (SMILES) is CCCCCCCCCCCC1=C(C[C@@H](C)Br)C(=O)C(OCCC)=C(N)C1=O.C[N+](=O)[O-].C[N+](=O)[O-].C[N+](=O)[O-].C[N+](=O)[O-].C[N+](=O)[O-].C[N+](=O)[O-].C[N+](=O)[O-].C[N+](=O)[O-].C[N+](=O)[O-]. The value obtained for the HOMO energy is -9.0816 eV. For the largest force on an atom, the calculation gives 0.044 hartree/bohr. The total energy comes out at -162152.8922 eV.

=====

(2)
DFT (ωB97M-V/def2-TZVPD) results for a molecular structure, C32H66NO17S7 in a non-equilibrium geometry.

```
123
Properties=species:S:1:pos:R:3:lowdin_charge:R:1
N -0.018 -0.249 -0.266 0.309
H 0.670 -0.960 -0.850 0.222
H -0.733 -0.111 -0.818 -0.010
H 0.405 0.592 0.137 0.072
H -0.344 -0.740 0.588 0.115
C 1.044 -6.643 2.188 0.009
C 1.088 -5.845 0.731 -0.231
C 0.126 -4.583 0.711 -0.110
O 1.035 -3.638 0.236 0.008
C 2.372 -4.031 0.206 -0.519
O 3.242 -3.289 0.067 0.208
O 2.410 -5.387 0.472 0.077
H 1.738 -7.468 2.174 0.065
H 0.155 -7.071 2.482 0.035
H 1.368 -5.863 2.932 0.089
H 0.551 -6.554 -0.090 0.183
H -0.152 -4.110 1.629 0.094
H -0.697 -4.616 0.144 0.064
C -5.594 1.525 0.590 -0.220
C -5.387 2.369 -0.703 -0.187
C -3.876 2.299 -0.968 -0.269
S -3.084 2.113 0.470 0.602
O -2.461 3.332 0.888 -0.291
O -2.350 0.907 0.606 -0.300
C -4.442 1.834 1.575 -0.234
H -5.497 0.395 0.483 0.102
H -6.815 1.976 1.059 0.208
H -5.593 3.416 -0.301 0.135
H -5.986 2.154 -1.541 0.100
H -3.507 3.249 -1.309 0.101
H -3.761 1.626 -1.795 0.108
H -4.689 2.784 1.966 0.084
H -4.264 0.942 2.213 0.117
C 4.252 0.252 3.655 -0.173
C 4.720 1.443 2.707 -0.171
C 3.663 2.593 2.824 -0.218
S 2.138 1.802 2.848 0.613
O 1.615 1.648 1.558 -0.296
O 1.291 2.337 3.915 -0.321
C 2.808 0.250 3.308 -0.288
H 4.534 0.640 4.740 0.163
H 4.859 -0.579 3.362 0.107
H 4.890 1.225 1.658 0.113
H 5.500 1.610 3.282 0.047
H 3.889 3.252 2.046 0.082
H 3.774 3.103 3.856 0.148
H 2.429 -0.577 2.578 0.139
H 2.205 -0.019 4.205 0.091
C 5.377 0.013 -3.712 -0.216
C 4.308 0.846 -4.341 -0.283
C 3.912 1.939 -3.453 -0.259
S 4.008 1.226 -1.835 0.612
O 2.742 0.760 -1.328 -0.331
O 4.843 2.069 -1.080 -0.304
C 4.871 -0.288 -2.301 -0.216
H 6.383 0.405 -3.707 0.114
H 5.460 -0.968 -4.310 0.142
H 3.458 0.155 -4.607 0.130
H 4.526 1.413 -5.294 0.138
H 2.819 2.123 -3.432 0.079
H 4.538 2.801 -3.738 0.135
H 4.059 -1.031 -1.937 0.125
H 5.626 -0.329 -1.450 0.120
C -4.897 -4.275 0.823 -0.145
C -3.891 -4.985 -0.084 -0.240
C -3.628 -4.145 -1.294 -0.202
S -3.539 -2.464 -0.587 0.663
O -4.436 -1.614 -1.348 -0.327
O -2.140 -2.122 -0.526 -0.315
C -4.258 -2.836 0.928 -0.216
H -5.164 -4.696 1.782 0.125
H -5.788 -4.150 0.190 0.125
H -4.346 -5.873 -0.241 0.083
H -2.969 -5.065 0.454 0.100
H -4.485 -4.216 -2.056 0.137
H -2.720 -4.165 -1.945 0.115
H -4.908 -2.325 1.399 0.035
H -3.287 -3.064 1.483 0.113
C 0.196 -2.325 6.583 -0.225
C -0.960 -1.318 6.477 -0.215
C -1.083 -0.874 4.961 -0.203
S -0.678 -2.360 4.074 0.705
O 0.371 -2.088 3.084 -0.351
O -1.889 -3.115 3.643 -0.360
C 0.045 -3.330 5.417 -0.207
H 0.289 -2.703 7.838 0.200
H 1.102 -1.786 6.682 0.074
H -1.228 -0.469 7.256 0.159
H -1.958 -1.780 6.612 0.106
H -0.337 -0.085 4.592 0.126
H -2.006 -0.620 4.726 0.039
H 1.019 -3.625 5.057 0.091
H -0.763 -4.146 5.475 0.134
C 0.400 1.948 -6.409 -0.147
C -0.518 0.810 -6.769 -0.251
C -0.667 -0.093 -5.532 -0.277
S -0.474 0.815 -4.127 0.556
O 0.654 0.339 -3.428 -0.299
O -1.685 0.952 -3.426 -0.285
C -0.023 2.354 -4.879 -0.147
H 0.546 2.706 -7.137 0.100
H 1.343 1.354 -6.350 0.118
H -0.158 0.228 -7.661 0.126
H -1.627 1.053 -7.110 0.151
H 0.170 -0.763 -5.346 0.094
H -1.668 -0.805 -5.642 0.185
H 0.701 2.888 -4.350 0.070
H -0.929 2.759 -4.910 0.046
C 0.704 6.286 -0.315 -0.256
C -0.557 6.233 -1.128 -0.201
C -0.291 5.153 -2.133 -0.230
S 0.861 4.072 -1.259 0.700
O 2.046 4.070 -2.056 -0.314
O 0.235 2.738 -1.053 -0.339
C 1.130 5.016 0.178 -0.248
H 0.684 6.819 0.628 0.137
H 1.534 6.661 -0.837 0.119
H -0.686 7.167 -1.847 0.157
H -1.546 6.118 -0.572 0.143
H 0.204 5.524 -3.027 0.109
H -1.170 4.502 -2.335 0.110
H 2.072 4.757 0.642 0.134
H 0.611 4.522 0.849 0.057
```

The calculation puts the relative energy (zero: lowest compared OMol25 entry of this formula, charge and spin) at 6.28 kcal/mol. Its spin multiplicity is 1. The value obtained for the HOMO energy is -11.4418 eV. Its charge is +1. For the largest force on an atom, the calculation gives 0.166 hartree/bohr. The total energy comes out at -146380.4550 eV.